No. 1
ORCA calculation (the ωB97M-V functional and the def2-TZVPD basis) on a structure of composition C14H26Br6O6S3 at a distorted geometry.

Each line ends with the Mulliken charge.
Atoms and positions in Å:
C -0.78 -0.43 0.30  -0.477
Br -0.97 -2.26 -0.30  -0.036
Br -1.35 0.78 -1.15  -0.018
Br 1.08 -0.06 0.77  0.145
H -1.50 -0.27 1.08  0.287
C -6.06 -1.34 1.01  -0.368
Br -6.47 -1.02 -0.88  0.035
Br -7.23 -0.42 2.32  -0.026
Br -4.22 -0.85 1.41  0.053
H -6.14 -2.40 1.15  0.394
C 4.77 1.92 1.81  -0.555
C 4.00 2.44 0.61  -0.286
C 3.23 3.63 1.09  -0.844
S 2.60 3.21 2.77  1.036
O 1.24 2.71 2.68  -0.555
O 2.86 4.25 3.76  -0.707
C 3.87 1.93 3.10  -0.207
H 5.57 2.60 2.12  0.353
H 5.14 0.92 1.59  0.240
H 3.30 1.68 0.26  0.032
H 4.71 2.64 -0.19  0.355
H 2.41 4.02 0.48  0.452
H 3.86 4.51 1.24  0.371
H 3.36 0.97 3.15  -0.101
H 4.32 2.13 4.07  0.482
C 3.18 -3.20 0.57  -0.240
C 4.62 -2.76 0.93  -0.785
C 4.73 -2.17 2.35  -0.443
S 3.19 -2.55 3.21  1.098
O 2.48 -1.28 3.38  -0.557
O 3.39 -3.43 4.34  -0.745
C 2.45 -3.53 1.87  -0.646
H 3.13 -3.96 -0.20  0.425
H 2.74 -2.30 0.13  0.024
H 4.98 -2.00 0.23  0.335
H 5.40 -3.52 0.85  0.326
H 4.99 -1.13 2.52  0.160
H 5.44 -2.79 2.89  0.385
H 1.37 -3.41 1.91  0.272
H 2.51 -4.60 2.08  0.368
C -4.23 1.74 -3.92  -0.810
C -4.12 0.36 -3.29  -0.043
C -4.98 -0.61 -4.08  -0.724
S -6.33 0.32 -4.79  1.134
O -7.51 0.13 -3.95  -0.628
O -6.39 0.13 -6.24  -0.668
C -5.71 1.98 -4.30  -0.735
H -3.63 1.87 -4.82  0.350
H -3.89 2.59 -3.33  0.395
H -4.24 0.33 -2.22  0.047
H -3.08 0.11 -3.52  0.111
H -5.45 -1.46 -3.58  0.377
H -4.45 -1.09 -4.90  0.371
H -6.16 2.24 -3.34  0.314
H -6.03 2.71 -5.03  0.473

Results
- maximum force (Eh/bohr) = 0.0449
- multiplicity = 1
- gap between HOMO and LUMO (eV) = 9.7
- charge = 0
- HOMO (eV) = -10.29
- energy relative to the best compared isomer or geometry (same formula, charge and spin) (kcal/mol) = 35.9
- LUMO level (eV) = -0.5



No. 2
ORCA calculation (the ωB97M-V functional and the def2-TZVPD basis) on a cluster of 18 separate species, CH38O19 in total at a distorted geometry.

Each line ends with the Mulliken charge.
Atoms and positions in Å:
O -0.47 -0.85 -0.01  0.627
C 0.19 0.12 0.74  -0.192
H -0.41 1.00 1.04  0.242
H 1.10 0.37 0.18  0.271
H 1.53 -4.37 -1.12  0.327
H 0.82 -3.98 0.06  0.326
O 0.77 -4.69 -0.60  -0.671
H -0.60 3.83 0.54  0.317
H 0.80 4.24 1.21  0.268
O 0.01 3.70 1.29  -0.606
H 3.33 1.77 0.12  0.361
H 4.15 2.40 -0.91  0.392
O 3.94 1.49 -0.62  -0.721
H -1.48 1.53 -0.67  0.102
H -2.24 0.61 -1.67  0.546
O -2.31 1.08 -0.84  -0.716
H 3.21 -2.38 2.44  0.295
H 2.14 -2.40 3.59  0.277
O 2.26 -2.38 2.63  -0.621
H -1.66 -0.95 -2.19  0.183
H -1.50 -0.45 -3.59  0.360
O -1.87 -0.17 -2.75  -0.740
H 2.13 1.56 1.90  0.262
H 3.25 0.90 2.28  0.378
O 3.09 1.75 1.84  -0.696
H 0.97 1.45 -2.53  0.513
H -0.55 1.64 -2.67  0.305
O 0.28 2.11 -2.79  -0.737
H 1.83 4.27 -1.74  0.312
H 1.42 2.96 -1.15  0.359
O 1.87 3.80 -0.90  -0.641
H -2.89 -1.97 2.55  0.332
H -2.19 0.32 3.49  0.353
O -1.84 -0.57 3.32  -0.723
H 1.21 -0.35 -3.64  0.341
H 0.14 0.40 -4.60  0.329
O 0.42 -0.43 -4.20  -0.700
H 2.17 -0.70 -1.94  0.372
H 3.06 0.55 -1.84  0.293
O 2.16 0.27 -2.12  -0.770
H -1.33 2.63 4.06  0.320
H -1.88 2.47 2.61  0.289
O -2.01 2.19 3.52  -0.673
H -4.11 0.22 0.98  0.282
H -4.25 -0.19 -0.45  0.276
O -4.35 -0.54 0.44  -0.565
H 0.84 -1.64 -0.74  0.319
H 0.89 -2.34 -2.00  0.465
O 1.46 -2.24 -1.19  -0.890
H -1.11 -0.55 2.68  0.341
H 0.85 -1.18 2.12  0.324
O 0.45 -0.30 2.04  -0.721
H -1.31 -1.15 0.37  0.033
H -3.98 -2.59 1.67  0.266
O -3.02 -2.61 1.81  -0.599
H -2.52 -3.18 -0.34  0.247
H -1.03 -3.51 -0.74  0.376
O -1.82 -3.01 -0.98  -0.597

Results
- maximum force (Eh/bohr) = 0.0522
- multiplicity = 1
- gap between HOMO and LUMO (eV) = 10.2
- charge = 0
- HOMO (eV) = -10.39
- energy relative to the best compared isomer or geometry (same formula, charge and spin) (kcal/mol) = 19.7
- LUMO level (eV) = -0.2



No. 3
ORCA calculation (the ωB97M-V functional and the def2-TZVPD basis) on the molecule C4H2Cl3P at a distorted geometry.

Each line ends with the Mulliken charge.
Atoms and positions in Å:
C -0.84 -0.42 -0.08  -0.428
C -1.63 0.73 0.05  -0.511
C 0.53 -0.76 0.01  0.244
C 1.66 0.02 0.02  0.510
P -1.38 2.44 0.08  -0.042
Cl 0.89 -2.48 0.11  -0.201
Cl 1.53 1.73 0.17  -0.183
Cl 3.23 -0.64 0.08  -0.150
H -1.36 -1.24 -0.29  0.421
H -2.64 0.61 -0.14  0.340

Results
- maximum force (Eh/bohr) = 0.0813
- multiplicity = 1
- gap between HOMO and LUMO (spin up / spin down) (eV) = 7.0 / 6.2
- charge = 0
- HOMO (spin up / spin down) (eV) = -7.76 / -7.94
- energy relative to the best compared isomer or geometry (same formula, charge and spin) (kcal/mol) = 84.3
- LUMO level (spin up / spin down) (eV) = -0.8 / -1.8



No. 4
ORCA calculation (the ωB97M-V functional and the def2-TZVPD basis) on the molecule C4H12N2O at a distorted geometry.

Each line ends with the Mulliken charge.
Atoms and positions in Å:
C 0.18 -2.56 0.69  -0.799
N -0.70 -1.60 0.03  -0.195
C -0.81 -0.20 0.45  -1.025
C 0.18 0.61 -0.38  0.713
N 1.41 0.93 0.36  -0.783
C -0.50 1.97 -0.76  -0.903
O 0.33 2.71 -1.67  -0.497
H 0.12 -3.51 0.11  0.298
H -0.10 -2.76 1.71  0.302
H 1.16 -2.08 0.78  0.204
H -1.59 -2.01 -0.25  0.232
H -1.81 0.19 0.21  0.395
H -0.92 0.03 1.52  0.357
H 0.49 0.05 -1.27  0.150
H 2.18 1.16 -0.26  0.253
H 1.71 0.09 0.84  0.229
H -1.44 1.71 -1.25  0.392
H -0.93 2.44 0.15  0.304
H 1.03 2.85 -1.02  0.373

Results
- maximum force (Eh/bohr) = 0.0461
- structure (SMILES) = CNC[C@H](N)CO
- multiplicity = 1
- gap between HOMO and LUMO (eV) = 9.5
- charge = 0
- HOMO (eV) = -8.53
- energy relative to the best compared isomer or geometry (same formula, charge and spin) (kcal/mol) = 54.3
- LUMO level (eV) = 1.0



No. 5
ORCA calculation (the ωB97M-V functional and the def2-TZVPD basis) on a structure of composition C10H19N at a distorted geometry.

Each line ends with the Mulliken charge.
Atoms and positions in Å:
C -0.48 2.03 -0.32  -0.828
C -0.14 -0.17 -1.15  0.558
C -0.21 0.33 -2.62  -1.043
C -1.43 -0.96 -0.95  -1.174
C 1.13 -1.22 -1.14  -1.039
C 1.09 -1.95 0.08  -0.534
C 0.76 -1.35 1.27  -1.011
C 0.28 0.15 1.24  1.450
C -0.90 0.40 2.11  -1.620
C 1.53 0.79 2.04  -1.450
H -0.79 2.56 0.80  0.213
H 0.27 2.46 -1.15  0.304
H -1.67 1.79 -0.89  0.221
H -0.70 -0.42 -3.30  0.399
H -0.86 1.44 -2.55  0.290
H 0.98 0.29 -3.13  0.223
H -1.43 -1.87 -1.68  0.419
H -1.67 -1.47 0.02  0.329
H -2.36 -0.17 -1.51  0.199
H 0.98 -1.68 -2.09  0.569
H 2.28 -0.82 -1.30  0.224
H 1.28 -3.04 0.26  0.265
H 0.70 -2.01 2.10  0.487
H -1.17 1.36 2.33  0.588
H -1.14 -0.16 3.11  0.244
H -1.84 0.21 1.55  0.434
H 1.43 1.97 2.20  0.208
H 2.54 0.54 1.69  0.353
H 1.50 0.25 3.02  0.425
N 0.03 0.71 -0.03  0.297

Results
- maximum force (Eh/bohr) = 0.1024
- multiplicity = 1
- gap between HOMO and LUMO (eV) = 8.5
- charge = 0
- HOMO (eV) = -7.66
- energy relative to the best compared isomer or geometry (same formula, charge and spin) (kcal/mol) = 151.1
- LUMO level (eV) = 0.8